Model one:
The molecule C2H4O3. Source: the Open Molecules 2025 dataset; level of theory: the ωB97M-V functional and the def2-TZVPD basis.

Calculated values
Charge: 0
SMILES string: O=C(O)CO
HOMO energy: -0.3890 Ha
2S+1: 1

```
9
Properties=species:S:1:pos:R:3:nbo_charge:R:1
C 0.34 0.64 0.30 -0.131
C -0.38 -0.76 -0.16 0.699
H 0.73 0.75 -1.72 0.526
H 1.17 0.27 1.07 0.207
H -0.49 1.46 0.71 0.170
H -1.33 -0.82 1.18 0.480
O 0.90 1.20 -0.76 -0.733
O -1.21 -1.55 0.60 -0.610
O 0.27 -1.20 -1.22 -0.608
```


Model two:
The molecule C2H4O3. Source: the Open Molecules 2025 dataset; level of theory: the ωB97M-V functional and the def2-TZVPD basis.

Calculated values
Charge: 0
SMILES string: CC1(O)OO1
HOMO energy: -0.3843 Ha
2S+1: 1

```
9
Properties=species:S:1:pos:R:3:nbo_charge:R:1
C 1.21 0.08 0.00 0.730
C -0.52 -0.44 0.04 -0.669
O 1.97 -0.90 -0.57 -0.274
O 2.17 -0.53 0.81 -0.265
O 1.27 1.41 -0.32 -0.722
H -0.53 -1.38 -0.59 0.225
H -1.08 0.46 -0.42 0.236
H -0.84 -0.88 1.03 0.232
H 2.12 1.81 -0.66 0.507
```


Model three:
The molecule C2H4O3. Source: the Open Molecules 2025 dataset; level of theory: the ωB97M-V functional and the def2-TZVPD basis.

Calculated values
Charge: 0
SMILES string: OO[C@H]1CO1
HOMO energy: -0.3665 Ha
2S+1: 1

```
9
Properties=species:S:1:pos:R:3:nbo_charge:R:1
C -0.98 -0.33 -0.49 -0.159
C 0.03 0.63 -0.24 0.314
O -0.72 0.15 0.88 -0.517
O 1.79 -0.57 0.57 -0.428
O 1.37 0.44 -0.28 -0.264
H -1.99 -0.37 -0.93 0.209
H -0.59 -1.30 -0.52 0.191
H -0.12 1.75 -0.46 0.185
H 1.21 -0.39 1.46 0.469
```


Least stable = model three


Model one:
The molecule C3H5FOS. Source: the Open Molecules 2025 dataset; level of theory: the ωB97M-V functional and the def2-TZVPD basis.

Calculated values
Charge: 0
SMILES string: OCC(=S)CF
HOMO energy: -0.3329 Ha
2S+1: 1

```
11
Properties=species:S:1:pos:R:3:nbo_charge:R:1
C 0.15 -1.21 0.31 -0.123
C -0.87 -0.05 -0.01 -0.179
C -0.10 1.20 -0.25 -0.056
H 1.68 -0.15 -0.35 0.479
H -0.21 -2.16 -0.14 0.216
H -0.08 -1.12 1.52 0.187
H 0.10 1.29 -1.37 0.198
H -0.74 2.07 0.09 0.205
O 1.42 -1.22 -0.23 -0.696
F 1.09 1.40 0.38 -0.351
S -2.43 -0.06 0.04 0.120
```


Model two:
The molecule C3H5FOS. Source: the Open Molecules 2025 dataset; level of theory: the ωB97M-V functional and the def2-TZVPD basis.

Calculated values
Charge: 0
SMILES string: FCCOC=S
HOMO energy: -0.3272 Ha
2S+1: 1

```
11
Properties=species:S:1:pos:R:3:nbo_charge:R:1
C 0.22 0.29 -1.57 0.037
C 0.43 0.35 -0.07 -0.119
C -0.65 -0.86 1.70 0.142
H 0.54 -0.70 -1.96 0.173
H 0.83 1.07 -2.00 0.169
H 1.47 0.25 0.22 0.211
H 0.01 1.27 0.30 0.218
H -1.21 -1.76 1.85 0.185
O -0.34 -0.77 0.46 -0.468
F -1.07 0.61 -1.87 -0.349
S -0.23 0.24 2.94 -0.199
```


Least stable = model one


Model one:
The molecule C19H18ClNO4. Source: the Open Molecules 2025 dataset; level of theory: the ωB97M-V functional and the def2-TZVPD basis.

Calculated values
Charge: 0
SMILES string: COc1cccc(/C=C/C(=O)OCC(=O)NCc2ccc(Cl)cc2)c1
HOMO energy: -0.3243 Ha
2S+1: 1

```
43
Properties=species:S:1:pos:R:3:nbo_charge:R:1
C -6.69 -1.63 -0.42 -0.254
H -6.32 -1.98 0.54 0.177
O -6.95 -0.24 -0.40 -0.489
C -5.92 0.61 -0.14 0.316
C -6.26 1.97 -0.14 -0.235
C -5.29 2.92 0.11 -0.195
C -3.98 2.54 0.35 -0.219
C -3.63 1.19 0.35 0.010
C -4.61 0.23 0.10 -0.311
H -4.34 -0.81 0.09 0.216
C -2.25 0.83 0.60 -0.100
C -1.72 -0.40 0.66 -0.331
C -0.29 -0.58 0.93 0.771
O 0.51 0.32 1.12 -0.641
O 0.03 -1.88 0.96 -0.486
C 1.37 -2.24 1.31 -0.166
C 2.34 -2.19 0.12 0.647
O 2.89 -3.19 -0.29 -0.622
N 2.51 -0.96 -0.39 -0.617
H 2.07 -0.17 0.08 0.432
C 3.43 -0.69 -1.47 -0.249
C 4.70 -0.06 -0.95 -0.028
C 5.60 -0.83 -0.23 -0.198
C 6.75 -0.26 0.29 -0.214
C 6.99 1.09 0.09 -0.044
C 6.10 1.87 -0.62 -0.225
C 4.95 1.29 -1.13 -0.201
H 4.25 1.90 -1.69 0.214
H 6.30 2.92 -0.76 0.227
Cl 8.43 1.80 0.74 0.004
H 7.46 -0.86 0.85 0.227
H 5.40 -1.88 -0.08 0.232
H 2.94 -0.04 -2.20 0.203
H 3.66 -1.66 -1.94 0.242
H 1.73 -1.56 2.10 0.210
H 1.31 -3.26 1.68 0.221
H -2.27 -1.31 0.51 0.217
H -1.57 1.66 0.77 0.223
H -3.22 3.29 0.54 0.212
H -5.55 3.97 0.11 0.219
H -7.28 2.25 -0.33 0.227
H -7.64 -2.10 -0.64 0.204
H -5.97 -1.88 -1.21 0.178
```


Model two:
The molecule C19H18ClNO4. Source: the Open Molecules 2025 dataset; level of theory: the ωB97M-V functional and the def2-TZVPD basis.

Calculated values
Charge: 0
SMILES string: CCOC(=O)/C(O)=C/C(=O)/C=C/c1cccn1Cc1ccccc1Cl
HOMO energy: -0.3008 Ha
2S+1: 1

```
43
Properties=species:S:1:pos:R:3:nbo_charge:R:1
O 3.09 0.65 5.62 -0.540
O 1.28 -1.70 1.34 -0.623
Cl -2.07 -2.71 -0.11 0.014
O 2.26 -1.35 3.81 -0.649
O 2.89 2.32 4.03 -0.517
C 2.80 1.00 4.49 0.733
C 1.36 -0.47 1.15 0.480
C -0.30 1.19 -4.26 -0.273
C 0.36 1.11 -2.98 -0.253
C -1.03 0.03 -4.44 -0.051
C 0.01 -0.10 -2.41 0.071
C 1.80 0.36 2.26 -0.364
C 2.26 -0.01 3.51 0.303
C 1.10 0.08 -0.17 -0.318
C 0.49 -0.66 -1.17 -0.075
C -5.52 -1.65 -1.94 -0.199
C -5.21 -1.61 -3.30 -0.211
C -4.58 -1.99 -0.95 -0.223
C -3.87 -1.82 -3.67 -0.180
C -3.24 -2.23 -1.34 -0.009
C -2.88 -2.09 -2.70 -0.078
N -0.85 -0.78 -3.28 -0.328
C -1.44 -2.14 -3.13 -0.227
C 4.91 3.28 5.01 -0.632
C 3.36 3.34 4.94 -0.070
H 1.87 -1.81 3.03 0.519
H -0.24 2.02 -4.93 0.223
H 1.03 1.84 -2.55 0.226
H -1.59 -0.24 -5.32 0.217
H 1.77 1.39 1.98 0.220
H 1.18 1.14 -0.27 0.205
H 0.35 -1.71 -0.99 0.230
H -6.57 -1.50 -1.63 0.221
H -5.96 -1.43 -4.08 0.224
H -4.88 -2.05 0.11 0.235
H -3.62 -1.78 -4.70 0.211
H -1.40 -2.64 -4.13 0.219
H -0.85 -2.72 -2.42 0.234
H 5.28 2.31 5.21 0.221
H 5.34 3.58 4.07 0.208
H 5.31 3.93 5.81 0.215
H 2.85 3.27 5.91 0.197
H 3.14 4.36 4.58 0.194
```


Least stable = model two